1.
DFT (ωB97M-V/def2-TZVPD) results for a structure of composition C34H75BrN5O16P2S.

CARTESIAN COORDINATES (ANGSTROEM)
C 6.4347 -0.5532 1.4047
C 5.9716 -0.1384 -0.1412
N 4.8251 0.8451 -0.0648
N 3.6156 0.2940 -0.4479
C 2.3645 0.6824 0.0507
N 1.1949 -0.0922 -0.5139
P 0.2904 0.7196 -1.7659
O 0.3971 -0.1425 -3.1142
C 0.4915 -0.9658 0.4360
Br 1.6701 -2.6226 0.6522
C -0.9870 -1.5080 0.1734
C -1.8690 -1.2615 1.5742
N 2.3151 1.8119 1.0516
S 2.9280 1.3602 2.6291
P 0.6690 2.4187 1.3598
N 0.2042 3.7634 0.2850
O 0.7140 3.0805 3.0061
H 6.9755 0.3511 1.9141
H 5.5088 -0.8285 2.0792
H 7.1714 -1.4694 1.3772
H 5.6849 -1.1577 -0.6629
H 6.9050 0.2949 -0.7193
H 5.0283 1.7493 -0.5435
H 3.6686 -0.4939 -1.1620
H -1.1403 0.8979 -1.4980
H 0.8831 2.0252 -2.0650
H 0.5252 -0.4609 1.5176
H -0.9839 -2.6942 0.0389
H -1.6312 -1.0649 -0.6812
H -1.8273 -0.1196 1.9107
H -1.4510 -1.9900 2.4000
H -2.9928 -1.5038 1.3458
H 2.4733 0.0928 3.0282
H -0.6751 3.5152 -0.2369
H -0.0876 4.5603 0.9124
H 0.3970 2.3537 3.6498
O 3.0083 -2.1402 -2.3315
C 3.4401 -1.8462 -3.4456
O 3.8392 -2.8159 -4.2995
C 4.1969 -2.5964 -5.6764
C 5.6420 -2.1522 -5.7942
C 3.6147 -0.4112 -3.8433
H 3.5015 -1.9046 -6.1580
H 4.0783 -3.5598 -6.1842
H 5.8175 -1.2004 -5.2860
H 5.9264 -2.0373 -6.8456
H 6.3069 -2.8844 -5.3275
H 4.5486 -0.0345 -3.4209
H 2.7731 0.1650 -3.4416
H 3.6069 -0.2472 -4.9213
O -0.2244 1.4213 5.2295
C -1.0044 1.9288 6.0346
O -2.0131 1.1973 6.5601
C -2.8715 1.6372 7.6286
C -4.0094 2.4841 7.0926
C -0.9064 3.3845 6.3798
H -2.2992 2.1435 8.4097
H -3.2862 0.7317 8.0848
H -3.6457 3.3948 6.6093
H -4.6899 2.7729 7.9006
H -4.5746 1.9319 6.3365
H -1.3899 3.9709 5.5957
H 0.1539 3.6565 6.4386
H -1.3386 3.6392 7.3479
O 6.0334 1.3841 -6.8043
C 5.9870 2.5342 -6.3693
O 5.9295 2.7568 -5.0367
C 6.0431 4.0519 -4.4186
C 4.7050 4.7651 -4.4104
C 5.9042 3.7025 -7.3052
H 6.8343 4.6429 -4.8863
H 6.3580 3.8744 -3.3845
H 4.3367 4.9502 -5.4230
H 4.7829 5.7270 -3.8926
H 3.9489 4.1550 -3.9082
H 4.8702 3.8234 -7.6351
H 6.5431 3.4984 -8.1723
H 6.2646 4.6382 -6.8770
O 8.8876 -2.1025 -5.8286
C 9.0706 -2.8393 -6.7970
O 8.7743 -4.1563 -6.7169
C 8.7885 -5.0668 -7.8317
C 10.1904 -5.5851 -8.0872
C 9.7051 -2.3124 -8.0490
H 8.3382 -4.6115 -8.7171
H 8.1437 -5.9074 -7.5527
H 10.8797 -4.7791 -8.3528
H 10.1892 -6.3176 -8.9014
H 10.5934 -6.0590 -7.1877
H 10.7882 -2.2797 -7.9142
H 9.3283 -1.2989 -8.2290
H 9.4638 -2.8883 -8.9429
O -6.0301 1.2685 8.5480
C -6.5776 0.1885 8.3289
O -6.0900 -0.6426 7.3802
C -6.5458 -1.9903 7.1612
C -7.7801 -2.0060 6.2806
C -7.8412 -0.1865 9.0433
H -6.6959 -2.5136 8.1087
H -5.7330 -2.5116 6.6439
H -8.6183 -1.4806 6.7459
H -8.0932 -3.0347 6.0724
H -7.5802 -1.4999 5.3319
H -8.6867 0.3013 8.5537
H -7.7695 0.1606 10.0806
H -8.0173 -1.2613 9.0951
O -9.6634 -0.0638 4.4924
C -9.7098 1.0862 4.9274
O -9.7673 1.3089 6.2600
C -9.6537 2.6040 6.8782
C -10.9918 3.3171 6.8863
C -9.7926 2.2545 3.9915
H -8.8625 3.1950 6.4104
H -9.3388 2.4265 7.9123
H -11.3601 3.5023 5.8738
H -10.9139 4.2790 7.4041
H -11.7479 2.7070 7.3885
H -10.8265 2.3754 3.6616
H -9.1537 2.0505 3.1244
H -9.4322 3.1903 4.4197
O -4.3531 -0.6253 -1.6390
C -4.3741 -1.4784 -2.5256
O -5.3918 -2.3663 -2.5929
C -5.6020 -3.2882 -3.6783
C -4.7652 -4.5391 -3.4935
C -3.2334 -1.6063 -3.4900
H -5.4321 -2.8047 -4.6434
H -6.6623 -3.5620 -3.6505
H -3.6949 -4.3163 -3.4957
H -4.9670 -5.2605 -4.2924
H -4.9859 -5.0088 -2.5308
H -2.4265 -2.1693 -3.0163
H -2.8781 -0.6006 -3.7427
H -3.5044 -2.0780 -4.4350

Values from the calculation:
Molar mass   983.9 u
Net charge   +1
Multiplicity   1
E_HOMO   -11.06 eV
Max |F|   6.89 eV Å⁻¹

---

2.
DFT (ωB97M-V/def2-TZVPD) results for a cluster of 5 separate species, C34H75N5O in total.

CARTESIAN COORDINATES (ANGSTROEM)
C -2.1200 1.4895 1.3506
O -2.1173 2.8772 1.5847
C -1.8616 3.6606 0.4423
C -2.9727 4.6847 0.2192
N -3.9707 4.1997 -0.7483
C -0.4855 4.3540 0.5073
C 0.5451 3.6368 1.3318
C 1.4685 2.7405 0.8253
C 2.4153 2.1381 1.6435
C 2.4595 2.4392 3.0016
C 1.5356 3.3317 3.5405
C 0.5920 3.9155 2.7012
H -1.9802 0.9932 2.3055
H -3.0783 1.1408 0.9556
H -1.3445 1.1698 0.6536
H -1.8671 3.0242 -0.4460
H -3.4452 4.9256 1.1668
H -2.5072 5.6074 -0.1412
H -4.5395 4.9861 -1.0407
H -3.4903 3.9032 -1.5902
H -0.1315 4.4898 -0.5135
H -0.5719 5.3515 0.9313
H 1.4608 2.5174 -0.2341
H 3.1434 1.4495 1.2451
H 3.2021 1.9693 3.6295
H 1.5721 3.5618 4.5930
H -0.1146 4.6133 3.1310
C -4.8498 0.5810 7.9239
C -3.8731 1.1192 6.8888
N -2.5478 1.3663 7.4243
C -1.6994 2.1322 6.5275
C -1.3022 1.5037 5.1871
C -1.9178 0.2389 8.0877
C -1.7163 -1.0517 7.2809
H -4.9059 1.2442 8.7880
H -5.8457 0.5082 7.4849
H -4.5749 -0.4160 8.2704
H -4.2611 2.0725 6.5203
H -3.8616 0.4357 6.0248
H -0.7919 2.4122 7.0706
H -2.2151 3.0758 6.3212
H -0.5434 0.7306 5.3074
H -0.8787 2.2666 4.5327
H -2.1585 1.0714 4.6682
H -2.5078 -0.0030 8.9753
H -0.9530 0.5732 8.4773
H -2.6012 -1.3141 6.6996
H -1.5159 -1.8819 7.9616
H -0.8691 -0.9832 6.6004
C 1.5033 -1.7583 -0.9928
C 1.9934 -3.1518 -0.6434
N 3.4230 -3.2112 -0.4006
C 3.9495 -4.5624 -0.3449
C 3.4779 -5.4791 0.7911
C 3.9160 -2.2876 0.6045
C 3.3360 -2.3920 2.0219
H 2.0487 -1.3563 -1.8491
H 0.4444 -1.7986 -1.2549
H 1.6045 -1.0594 -0.1603
H 1.7695 -3.8041 -1.4926
H 1.4022 -3.5325 0.2047
H 5.0413 -4.5041 -0.3239
H 3.7033 -5.0446 -1.2965
H 3.9353 -5.2173 1.7442
H 3.7632 -6.5100 0.5713
H 2.3944 -5.4595 0.9114
H 3.7463 -1.2712 0.2395
H 5.0038 -2.3822 0.6572
H 2.2528 -2.5177 2.0210
H 3.5553 -1.4766 2.5762
H 3.7794 -3.2163 2.5785
C -2.0996 -1.5020 -3.8099
C -1.4176 -2.7319 -4.3914
N -1.3547 -3.8448 -3.4629
C -0.4715 -4.9113 -3.9062
C -0.8471 -5.6770 -5.1811
C -2.6215 -4.2688 -2.8925
C -3.7321 -4.7156 -3.8533
H -1.6214 -1.1954 -2.8780
H -2.0284 -0.6743 -4.5172
H -3.1592 -1.6716 -3.6150
H -0.3895 -2.4587 -4.6459
H -1.9123 -2.9957 -5.3396
H -0.3481 -5.6257 -3.0873
H 0.5204 -4.4712 -4.0547
H -1.6671 -6.3734 -5.0127
H 0.0081 -6.2660 -5.5188
H -1.1237 -5.0080 -5.9962
H -3.0082 -3.4474 -2.2841
H -2.4181 -5.0714 -2.1793
H -3.8304 -4.0442 -4.7074
H -4.6901 -4.7182 -3.3296
H -3.5701 -5.7244 -4.2292
C 0.0085 2.3953 -3.6457
C 1.0040 2.9564 -4.6486
N 2.3373 3.1049 -4.0996
C 3.2285 3.8816 -4.9436
C 3.5977 3.3176 -6.3214
C 2.8985 1.9049 -3.5084
C 3.0280 0.6620 -4.3981
H -0.0239 2.9996 -2.7366
H -0.9906 2.3935 -4.0859
H 0.2346 1.3656 -3.3639
H 0.6604 3.9482 -4.9551
H 0.9811 2.3288 -5.5538
H 4.1464 4.0774 -4.3827
H 2.7637 4.8619 -5.0894
H 4.3115 2.4983 -6.2497
H 4.0667 4.0995 -6.9222
H 2.7232 2.9663 -6.8698
H 2.2894 1.6356 -2.6406
H 3.8768 2.1515 -3.0884
H 2.1384 0.4941 -5.0070
H 3.1620 -0.2198 -3.7676
H 3.8906 0.7141 -5.0605

Values from the calculation:
Structure (SMILES)   CO[C@@H](CN)Cc1ccccc1.CCN(CC)CC.CCN(CC)CC.CCN(CC)CC.CCN(CC)CC
Molar mass   570.0 u
Net charge   0
Multiplicity   1
E_HOMO   -7.97 eV
Max |F|   0.72 eV Å⁻¹

---

3.
DFT (ωB97M-V/def2-TZVPD) results for a cluster of 11 separate species, C34H79N11O12P in total.

CARTESIAN COORDINATES (ANGSTROEM)
C 2.0385 -3.2572 -0.2009
P 1.1409 -1.8078 0.6275
C 1.8222 -0.1232 0.1038
N -0.5940 -1.9171 0.5418
C -1.1781 -1.2484 -0.6541
C -2.7164 -0.9394 -0.2631
O -3.2326 0.2075 -0.3719
O -3.5909 -1.9612 0.2432
H 1.9230 -3.3145 -1.3433
H 1.6767 -4.2585 0.2337
H 3.1645 -3.1581 0.0294
H 1.0141 0.6667 0.3069
H 2.7020 0.1406 0.7919
H 2.1472 -0.0476 -0.9921
H -1.1449 -1.9472 -1.5694
H -0.7283 -0.2317 -0.9196
H -3.1864 -2.3120 1.0691
C 4.2977 -0.0180 4.0012
O 4.0594 0.5212 2.9360
N 3.3776 -0.6105 4.8098
C 3.7460 -1.2297 6.0643
C 1.9812 -0.6239 4.4039
H 5.3226 -0.0672 4.4073
H 3.4687 -2.2868 6.0351
H 3.2089 -0.7341 6.8783
H 4.8200 -1.1462 6.2411
H 1.8924 -1.1401 3.4431
H 1.6352 0.4062 4.2824
H 1.3697 -1.1312 5.1508
C -0.5723 -3.6434 -3.6561
O 0.6144 -3.8333 -3.4892
N -1.4507 -4.5447 -4.1834
C -2.8564 -4.2412 -4.3499
C -0.9602 -5.8465 -4.5888
H -1.0476 -2.6882 -3.3824
H -3.4474 -4.9572 -3.7727
H -3.1165 -4.3231 -5.4091
H -3.0811 -3.2314 -4.0036
H -0.5175 -6.3482 -3.7247
H -0.1883 -5.7175 -5.3517
H -1.7733 -6.4538 -4.9887
C -0.4379 -1.6427 7.1611
O -0.3041 -2.2907 6.1403
N -0.0886 -2.0587 8.4104
C -0.2801 -1.2267 9.5792
C 0.4945 -3.3777 8.5750
H -0.8694 -0.6281 7.1496
H 0.6886 -1.0504 10.0546
H -0.9417 -1.7427 10.2800
H -0.7247 -0.2681 9.3076
H 1.4126 -3.4397 7.9843
H -0.2085 -4.1291 8.2095
H 0.7204 -3.5672 9.6250
C -1.2184 0.9488 -3.6141
O -0.6339 0.8002 -2.5614
N -0.6896 0.7103 -4.8492
C -1.4498 0.9124 -6.0645
C 0.6793 0.2385 -4.9482
H -2.2627 1.3020 -3.6516
H -1.5152 -0.0347 -6.6068
H -0.9389 1.6539 -6.6862
H -2.4573 1.2668 -5.8403
H 0.7713 -0.7076 -4.4087
H 1.3447 0.9722 -4.4866
H 0.9596 0.0944 -5.9918
C -6.7935 4.2074 1.5592
O -7.3508 4.5371 2.5948
N -6.5406 2.9279 1.1741
C -5.8719 2.6155 -0.0748
C -6.9525 1.8402 2.0394
H -6.4403 4.9559 0.8300
H -6.5346 1.9998 -0.6885
H -4.9553 2.0611 0.1410
H -5.6202 3.5255 -0.6218
H -8.0349 1.8877 2.1852
H -6.4637 1.9496 3.0105
H -6.6831 0.8796 1.5997
C -2.0629 -6.4230 6.9610
O -1.7277 -5.7282 7.9048
N -1.5512 -6.3448 5.7044
C -2.0051 -7.2101 4.6355
C -0.5164 -5.3636 5.4207
H -2.8392 -7.1996 7.0621
H -1.1578 -7.7910 4.2626
H -2.4099 -6.5961 3.8273
H -2.7797 -7.8933 4.9881
H 0.3434 -5.5540 6.0683
H -0.9000 -4.3652 5.6338
H -0.2093 -5.4227 4.3762
C 1.2015 -0.6097 -8.5080
O 0.2669 -1.3661 -8.3269
N 1.2463 0.3787 -9.4456
C 2.3996 1.2416 -9.6000
C 0.1026 0.5719 -10.3154
H 2.1199 -0.6704 -7.9016
H 2.0939 2.2785 -9.4379
H 2.7944 1.1319 -10.6136
H 3.1795 0.9830 -8.8826
H -0.7779 0.7924 -9.7068
H -0.0814 -0.3480 -10.8759
H 0.2842 1.3937 -11.0087
C 3.7282 3.7931 -5.2876
O 3.6587 2.5803 -5.3272
N 3.1358 4.5820 -4.3491
C 3.2623 6.0241 -4.3643
C 2.3516 3.9550 -3.2985
H 4.2983 4.3668 -6.0378
H 3.7277 6.3514 -3.4310
H 2.2674 6.4687 -4.4511
H 3.8757 6.3536 -5.2044
H 2.9883 3.2683 -2.7363
H 1.5366 3.3848 -3.7504
H 1.9421 4.7087 -2.6257
C 9.1190 -1.8087 4.1704
O 8.3900 -1.5485 5.1090
N 8.7826 -1.6924 2.8562
C 9.7081 -2.0224 1.7927
C 7.4534 -1.2224 2.5101
H 10.1490 -2.1732 4.3211
H 9.8736 -1.1356 1.1757
H 9.2777 -2.8181 1.1793
H 10.6636 -2.3600 2.1973
H 7.3041 -0.2271 2.9346
H 6.7116 -1.9004 2.9382
H 7.3312 -1.1814 1.4277
C -5.5382 8.1026 -0.7023
O -5.5983 6.8872 -0.7389
N -6.1301 8.8977 0.2354
C -6.0093 10.3402 0.2073
C -6.9049 8.2789 1.2946
H -4.9759 8.6757 -1.4582
H -5.5398 10.6774 1.1351
H -7.0063 10.7804 0.1223
H -5.4020 10.6648 -0.6389
H -6.2607 7.5995 1.8575
H -7.7192 7.7019 0.8501
H -7.3142 9.0363 1.9638

Values from the calculation:
Molar mass   865.0 u
Net charge   -1
Multiplicity   1
E_HOMO   -1.95 eV
Max |F|   4.19 eV Å⁻¹